Below is 2 unconnected molecules or ions with the total composition C4H7N2, with properties calculated with ωB97M-V with the def2-TZVPD basis set.

## Properties
LUMO level (spin up / spin down): -0.185 / -0.139 Eh
Net charge: +1
2S+1: 1
Kohn-Sham gap (spin up / spin down): 9.25 / 9.87 eV

Each line ends with the natural charge from an NBO analysis.
Atoms and positions in Å:
C 0.803 -0.798 -0.466  -0.15
C 0.651 -0.173 0.857  0.18
C -0.557 -0.377 -0.901  -0.05
C -0.807 0.313 0.432  -0.10
N 0.983 -1.523 0.794  -0.51
N -0.570 1.113 -0.846  -0.55
H 1.577 -0.590 -1.112  0.23
H 1.556 1.206 2.712  0.05
H -1.238 -0.975 -1.462  0.27
H -1.650 0.806 1.021  0.28
H 0.276 -2.132 1.182  0.40
H 0.402 1.603 -0.892  0.47
H -1.426 1.527 -1.320  0.47